Computed, not measured: C4H4AuO5 as an isolated structure, with wB97M-V/def2-TZVPD.

The geometry in ORCA input format:
```
! wB97M-V def2-TZVPD RIJCOSX def2/J DEFGRID3
* xyz 2 4
O -0.689 -0.632 -0.183
C -1.444 -1.686 -0.743
O -0.741 -2.742 -0.622
O -2.516 -1.470 -1.247
C -1.028 0.746 -0.416
C -0.094 1.595 0.356
H -2.076 0.863 -0.094
H -0.976 0.957 -1.492
H 0.503 2.340 -0.170
H -0.194 1.650 1.441
O 3.674 0.863 1.001
O 1.976 -0.700 0.967
C 2.927 -0.004 0.937
Au 0.677 -1.778 0.265
*
```

**HOMO (spin up / spin down)**: -17.90 / -21.19 eV
**<S²>**: 3.781
**HOMO-LUMO gap (spin up / spin down)**: 0.3355 / 0.2178 hartree
**Total energy**: -665.65300 Ha
**ΔE to the lowest compared entry with this formula, charge and spin**: 0.0 kcal per mole



Computed, not measured: C55H45MgOP3Si as an isolated structure, with wB97M-V/def2-TZVPD.

The geometry in ORCA input format:
```
! wB97M-V def2-TZVPD RIJCOSX def2/J DEFGRID3
* xyz 0 1
Mg 0.737 -0.175 -0.431
C -2.537 5.360 2.233
C -2.394 5.343 0.857
C -1.824 4.251 0.230
C -1.440 3.128 0.966
C -1.594 3.156 2.347
C -2.114 4.274 2.977
P -0.872 1.594 0.119
C -0.375 2.399 -1.455
C -1.184 2.516 -2.578
C -0.734 3.197 -3.695
C 0.538 3.740 -3.713
C 1.357 3.620 -2.600
C 0.896 2.970 -1.473
C -2.447 0.797 -0.294
C -3.548 1.621 -0.548
C -4.771 1.100 -0.910
C -4.912 -0.277 -1.026
C -3.832 -1.087 -0.754
C -2.568 -0.602 -0.381
Si -1.515 -2.049 0.350
C -1.742 -3.094 -1.278
C -2.481 -4.270 -1.315
C -2.817 -4.885 -2.509
C -2.397 -4.343 -3.714
C -1.629 -3.194 -3.709
C -1.308 -2.579 -2.500
P -0.377 -1.022 -2.549
C -1.213 -0.246 -3.983
C -0.546 0.241 -5.101
C -1.249 0.863 -6.118
C -2.623 1.008 -6.032
C -3.300 0.489 -4.940
C -2.600 -0.130 -3.922
C 1.229 -1.425 -3.301
C 1.671 -2.684 -3.681
C 2.948 -2.835 -4.197
C 3.785 -1.742 -4.334
C 3.352 -0.484 -3.942
C 2.081 -0.329 -3.427
C 0.403 -2.151 0.420
C 1.264 -3.057 -0.191
C 2.528 -3.286 0.332
C 2.971 -2.552 1.420
C 2.137 -1.628 2.033
C 0.841 -1.475 1.566
P -0.571 -0.637 2.370
C -0.874 -1.845 3.722
C 0.102 -2.139 4.669
C -0.144 -3.062 5.668
C -1.375 -3.692 5.743
C -2.361 -3.388 4.819
C -2.113 -2.469 3.817
C 0.398 0.595 3.365
C 1.417 1.326 2.751
C 2.022 2.381 3.409
C 1.605 2.745 4.679
C 0.566 2.053 5.284
C -0.040 0.998 4.628
H -2.985 6.213 2.718
H -2.729 6.183 0.265
H -1.694 4.281 -0.842
H -1.307 2.301 2.938
H -2.195 4.296 4.054
H -2.178 2.094 -2.573
H -1.390 3.310 -4.546
H 0.883 4.267 -4.587
H 2.347 4.050 -2.612
H 1.504 2.913 -0.580
H -3.446 2.691 -0.443
H -5.609 1.757 -1.085
H -5.859 -0.710 -1.322
H -3.959 -2.158 -0.825
H -2.821 -4.696 -0.381
H -3.419 -5.783 -2.510
H -2.669 -4.802 -4.654
H -1.287 -2.760 -4.642
H 0.524 0.124 -5.187
H -0.714 1.242 -6.977
H -3.166 1.515 -6.816
H -4.376 0.570 -4.874
H -3.127 -0.534 -3.068
H 1.026 -3.546 -3.582
H 3.298 -3.816 -4.484
H 4.770 -1.862 -4.760
H 4.009 0.370 -4.021
H 1.727 0.645 -3.114
H 0.921 -3.634 -1.042
H 3.171 -4.039 -0.105
H 3.964 -2.716 1.813
H 2.504 -1.067 2.881
H 1.059 -1.638 4.635
H 0.628 -3.293 6.390
H -1.565 -4.417 6.521
H -3.324 -3.873 4.878
H -2.875 -2.233 3.088
H 1.745 1.053 1.753
H 2.821 2.923 2.923
H 2.078 3.568 5.191
H 0.223 2.345 6.266
H -0.865 0.473 5.092
C 3.698 0.578 -0.595
O 2.364 0.273 -0.498
H 4.170 0.043 -1.432
H 4.228 0.289 0.326
H 3.850 1.660 -0.745
*
```

**HOMO**: -5.74 eV
**HOMO-LUMO gap**: 0.2266 hartree
**Total energy**: -3711.75226 Ha
**ΔE to the lowest compared entry with this formula, charge and spin**: 39.7 kcal per mole



Computed, not measured: C34H29N4O6PtS2 as an isolated structure, with wB97M-V/def2-TZVPD.

The geometry in ORCA input format:
```
! wB97M-V def2-TZVPD RIJCOSX def2/J DEFGRID3
* xyz 1 1
Pt 0.148 0.089 0.583
O 4.487 -0.449 -0.552
C 4.840 -0.868 0.689
C 6.117 -1.408 0.823
C 6.552 -1.867 2.050
C 5.725 -1.797 3.170
C 4.463 -1.262 3.042
C 3.995 -0.795 1.807
C 2.626 -0.267 1.722
O 2.169 0.077 0.515
N 1.877 -0.172 2.788
N 0.678 0.425 2.428
C -0.044 1.088 3.262
C -1.034 2.028 2.836
C -1.889 2.617 3.781
C -2.718 3.648 3.421
C -2.682 4.122 2.102
C -1.836 3.579 1.159
C -0.996 2.517 1.499
O -0.153 2.060 0.571
H 3.607 -0.038 -0.490
H 6.753 -1.442 -0.051
H 7.550 -2.277 2.140
H 6.071 -2.152 4.131
H 3.805 -1.196 3.898
H 0.232 0.990 4.309
H -1.882 2.240 4.797
H -3.384 4.098 4.144
H -3.336 4.935 1.813
H -1.815 3.936 0.137
O 0.232 0.214 -1.655
S -0.004 1.529 -2.421
C 0.064 0.996 -4.117
C -0.376 -0.269 -4.482
C -0.310 -0.636 -5.816
C 0.185 0.257 -6.762
C 0.620 1.517 -6.380
C 0.568 1.893 -5.044
C -1.720 1.956 -2.292
C -2.698 1.016 -2.023
C -4.015 1.438 -1.937
C -4.333 2.775 -2.140
C -3.338 3.706 -2.418
C -2.015 3.300 -2.483
H -0.767 -0.947 -3.734
H -0.655 -1.615 -6.122
H 0.235 -0.038 -7.802
H 1.009 2.206 -7.118
H 0.919 2.869 -4.731
H -2.440 -0.019 -1.852
H -4.785 0.719 -1.690
H -5.364 3.096 -2.071
H -3.590 4.747 -2.569
H -1.225 4.018 -2.676
O -3.739 -0.901 0.144
C -2.711 -0.890 0.775
O -1.823 0.088 0.541
C -2.437 -1.931 1.812
C -2.831 -3.238 1.531
C -2.590 -4.246 2.449
C -1.988 -3.950 3.667
C -1.639 -2.643 3.970
C -1.858 -1.637 3.039
H -3.324 -3.444 0.590
H -2.881 -5.263 2.222
H -1.810 -4.738 4.388
H -1.206 -2.404 4.933
H -1.610 -0.614 3.279
N 1.930 -1.992 -1.663
C 1.715 -2.569 -0.501
N 2.553 -3.486 -0.037
S 0.290 -2.272 0.466
H 2.827 -2.083 -2.116
H 1.301 -1.248 -1.962
H 3.325 -3.833 -0.585
H 2.383 -3.892 0.868
*
```

**HOMO**: -10.72 eV
**HOMO-LUMO gap**: 0.2562 hartree
**Total energy**: -2898.98971 Ha
**ΔE to the lowest compared entry with this formula, charge and spin**: 9.9 kcal per mole



Computed, not measured: a 3-piece molecular cluster, C26H61N8O2P2 overall, with wB97M-V/def2-TZVPD.

The geometry in ORCA input format:
```
! wB97M-V def2-TZVPD RIJCOSX def2/J DEFGRID3
* xyz 1 1
C -3.822 3.598 2.040
C -4.285 2.242 1.181
N -4.887 1.300 2.246
N -5.189 0.050 1.658
C -4.018 -0.924 1.697
C -2.735 -0.429 2.590
C -2.778 -0.130 4.236
C -1.479 0.355 5.122
C 0.012 0.539 4.428
C 0.107 0.251 2.816
C -1.220 -0.221 1.913
C -0.887 -0.500 0.312
C -6.520 -0.517 2.038
C -6.826 -0.887 3.574
C -6.838 0.403 4.639
C -5.965 -2.106 4.246
H -4.340 3.603 3.106
H -2.660 3.561 2.170
H -4.158 4.598 1.512
H -3.401 1.753 0.590
H -5.186 2.594 0.500
H -5.854 1.721 2.392
H -5.283 0.305 0.625
H -3.601 -1.054 0.584
H -4.341 -2.033 2.000
H -3.801 -0.238 4.842
H -1.631 0.574 6.279
H 0.937 0.859 5.096
H 1.177 0.388 2.303
H -1.574 -1.356 -0.157
H 0.220 -0.938 0.235
H -0.904 0.486 -0.320
H -7.361 0.246 1.671
H -6.696 -1.493 1.379
H -7.961 -1.265 3.606
H -7.721 1.101 4.240
H -7.223 -0.009 5.681
H -5.811 0.959 4.697
H -6.184 -2.163 5.416
H -6.267 -3.185 3.833
H -4.805 -2.034 4.128
O 0.563 -3.049 -1.332
P 1.464 -4.033 -2.119
N 2.528 -2.798 -2.639
C 2.251 -1.915 -3.755
C 3.160 -2.045 -1.551
N 0.278 -4.361 -3.311
C 0.397 -4.159 -4.745
C -1.131 -4.254 -2.925
N 2.499 -5.164 -3.023
C 2.102 -6.562 -2.742
C 3.954 -5.104 -2.806
H 2.285 -2.458 -4.705
H 3.012 -1.137 -3.862
H 1.284 -1.418 -3.655
H 3.576 -2.735 -0.810
H 2.451 -1.382 -1.043
H 3.998 -1.439 -1.913
H 0.150 -3.132 -5.029
H -0.286 -4.823 -5.288
H 1.391 -4.403 -5.127
H -1.467 -3.212 -2.938
H -1.291 -4.669 -1.922
H -1.779 -4.836 -3.591
H 2.295 -6.822 -1.695
H 2.646 -7.260 -3.390
H 1.040 -6.732 -2.938
H 4.200 -5.146 -1.739
H 4.396 -4.201 -3.238
H 4.464 -5.932 -3.311
O 3.452 1.484 -1.365
P 3.875 2.969 -1.484
N 4.871 2.898 -0.093
C 4.366 2.988 1.262
C 5.938 1.896 -0.164
N 2.320 3.573 -1.093
C 1.974 4.457 0.008
C 1.159 2.747 -1.431
N 4.361 4.675 -1.620
C 3.881 5.248 -2.897
C 5.795 5.000 -1.544
H 3.994 3.995 1.479
H 5.152 2.826 2.005
H 3.576 2.259 1.456
H 6.474 1.985 -1.115
H 5.552 0.875 -0.082
H 6.685 2.045 0.625
H 1.801 3.900 0.933
H 1.056 5.014 -0.216
H 2.731 5.222 0.191
H 0.996 1.965 -0.681
H 1.289 2.279 -2.414
H 0.244 3.347 -1.509
H 4.376 4.773 -3.751
H 4.061 6.329 -2.933
H 2.802 5.117 -3.022
H 6.379 4.390 -2.242
H 6.194 4.866 -0.534
H 5.974 6.057 -1.775
*
```

**HOMO**: -9.28 eV
**HOMO-LUMO gap**: 0.2445 hartree
**Total energy**: -2297.59368 Ha



Computed, not measured: an isolated ion of composition CH2O3P2 and charge -2, with wB97M-V/def2-TZVPD.

The geometry in ORCA input format:
```
! wB97M-V def2-TZVPD RIJCOSX def2/J DEFGRID3
* xyz -2 1
C 1.641 -0.449 -0.118
O -0.853 1.140 1.084
O -1.380 0.870 -1.460
O -2.610 -0.492 0.367
P 0.250 -1.380 0.239
P -1.378 0.287 -0.020
H 2.775 -0.636 0.336
H 1.555 0.660 -0.427
*
```

**SMILES**: C=PP(=O)([O-])[O-]
**HOMO**: 0.66 eV
**HOMO-LUMO gap**: 0.2489 hartree
**Total energy**: -947.73221 Ha
**ΔE to the lowest compared entry with this formula, charge and spin**: 18.7 kcal per mole



Computed, not measured: C5H25AlNO9 as an isolated structure, with wB97M-V/def2-TZVPD.

The geometry in ORCA input format:
```
! wB97M-V def2-TZVPD RIJCOSX def2/J DEFGRID3
* xyz -1 1
C 1.010 -1.241 -0.053
C 1.207 0.002 0.862
Al 0.607 1.754 0.088
N 0.924 1.913 -1.767
O 1.630 3.054 0.880
C -1.351 2.214 0.421
O -2.093 1.315 1.317
C -2.407 0.099 0.865
C -2.571 -0.112 -0.614
O -2.642 -0.801 1.672
H 1.972 -1.563 -0.449
H 0.657 -2.073 0.547
H 0.337 -1.062 -0.886
H 0.685 -0.169 1.803
H 2.273 0.110 1.033
H 0.713 2.877 -2.014
H 1.906 1.810 -2.001
H 1.470 3.033 1.821
H -1.390 3.184 0.912
H -1.884 2.343 -0.522
H -2.921 -1.117 -0.791
H -3.323 0.579 -0.992
H -1.658 0.068 -1.171
O 4.097 -1.379 2.007
H 4.281 -0.560 2.475
H 3.504 -1.856 2.594
O -4.728 1.256 3.294
H -3.980 0.806 2.874
H -4.361 1.598 4.112
O 1.008 -4.528 0.780
H 0.550 -5.373 0.763
H 1.920 -4.746 0.568
O 4.475 1.645 -0.693
H 4.393 0.983 0.000
H 3.833 2.320 -0.430
O -2.329 -3.148 -2.101
H -2.840 -3.720 -1.521
H -2.642 -3.351 -2.987
O -0.477 1.367 -4.408
H 0.213 0.902 -4.885
H -0.036 1.642 -3.581
*
```

**HOMO**: -4.79 eV
**HOMO-LUMO gap**: 0.2675 hartree
**Total energy**: -1180.00173 Ha



Computed, not measured: the molecule C4H2IN3, with wB97M-V/def2-TZVPD.

The geometry in ORCA input format:
```
! wB97M-V def2-TZVPD RIJCOSX def2/J DEFGRID3
* xyz 0 1
C -1.981 0.609 0.316
C 1.413 0.860 -0.392
C -0.701 -0.023 0.417
C 0.181 0.248 -0.804
N -2.987 1.133 0.174
N 2.387 1.329 -0.024
N -0.425 -0.689 1.440
I 0.643 -1.634 -1.821
H -0.330 0.874 -1.539
H 0.490 -1.131 1.478
*
```

**SMILES**: [H]/N=C(/C#N)[C@H](I)C#N
**HOMO**: -10.78 eV
**HOMO-LUMO gap**: 0.3418 hartree
**Total energy**: -615.53146 Ha
**ΔE to the lowest compared entry with this formula, charge and spin**: 0.0 kcal per mole



Computed, not measured: a 8-piece molecular cluster, C36H71Br2IO9P2S overall, with wB97M-V/def2-TZVPD.

The geometry in ORCA input format:
```
! wB97M-V def2-TZVPD RIJCOSX def2/J DEFGRID3
* xyz 0 1
C -1.699 2.359 -2.130
C -2.534 1.526 -1.046
P -3.268 -0.114 -1.748
C -3.210 0.196 -3.644
P -5.314 -0.470 -1.080
S -7.317 -1.118 -0.379
C -5.098 0.309 0.623
C -5.958 1.639 0.907
C -6.234 1.838 2.498
I -4.333 2.599 3.323
C -4.872 -2.355 -1.069
C -3.721 -2.708 -0.018
C -2.370 -3.272 -0.686
C -1.061 -2.526 -0.111
O -0.278 -1.914 -1.198
C 0.699 -1.061 -0.675
C 1.327 0.064 -1.634
O 1.157 -1.131 0.485
C -6.162 0.120 -2.641
Br -7.081 -1.285 -3.755
C -6.304 1.409 -3.175
C -7.127 1.694 -4.531
Br -5.477 2.921 -2.260
H -0.971 3.022 -1.536
H -1.038 1.710 -2.794
H -2.391 3.049 -2.701
H -1.765 1.171 -0.266
H -3.293 2.139 -0.471
H -3.532 1.269 -3.902
H -2.174 0.011 -4.067
H -3.933 -0.480 -4.210
H -8.229 -0.105 -0.709
H -5.551 -0.457 1.356
H -4.011 0.397 0.993
H -6.923 1.683 0.316
H -5.263 2.511 0.632
H -6.482 0.807 2.893
H -7.073 2.593 2.571
H -5.802 -3.002 -0.991
H -4.438 -2.545 -2.113
H -3.425 -1.861 0.675
H -4.121 -3.549 0.650
H -2.381 -3.243 -1.824
H -2.267 -4.371 -0.397
H -0.386 -3.234 0.487
H -1.321 -1.672 0.597
H 0.900 1.067 -1.312
H 1.038 -0.180 -2.702
H 2.459 0.055 -1.486
H -8.193 1.293 -4.388
H -7.208 2.817 -4.653
H -6.619 1.212 -5.438
C 4.347 3.945 -0.491
C 3.249 3.133 0.140
O 2.078 3.440 0.009
C 3.655 1.923 0.939
H 3.909 4.784 -1.035
H 5.010 4.337 0.283
H 4.909 3.327 -1.194
H 4.288 2.225 1.777
H 4.186 1.216 0.298
H 2.762 1.434 1.334
C -5.168 -6.479 3.454
C -4.782 -6.712 2.017
O -3.920 -6.045 1.479
C -5.505 -7.803 1.273
H -4.567 -5.665 3.863
H -6.223 -6.201 3.515
H -4.982 -7.381 4.040
H -6.574 -7.584 1.238
H -5.333 -8.764 1.763
H -5.124 -7.858 0.252
C 6.428 4.266 -4.500
C 6.845 3.083 -3.668
O 6.133 2.655 -2.778
C 8.175 2.453 -3.979
H 5.450 4.618 -4.166
H 7.151 5.076 -4.383
H 6.355 3.975 -5.550
H 8.974 3.182 -3.839
H 8.179 2.081 -5.005
H 8.344 1.613 -3.302
C 13.121 4.121 -6.107
C 12.023 3.307 -5.476
O 10.854 3.615 -5.606
C 12.429 2.098 -4.676
H 12.682 4.959 -6.651
H 13.784 4.513 -5.334
H 13.684 3.503 -6.810
H 13.062 2.400 -3.839
H 12.961 1.390 -5.316
H 11.536 1.609 -4.281
C -0.923 -5.158 3.442
C 0.210 -4.738 4.343
O 0.223 -5.037 5.522
C 1.323 -3.933 3.727
H -1.651 -5.730 4.019
H -1.417 -4.276 3.030
H -0.542 -5.788 2.636
H 0.926 -2.996 3.328
H 1.803 -4.509 2.934
H 2.067 -3.700 4.489
C -5.091 5.616 6.949
C -4.675 4.418 7.761
O -5.381 3.980 8.647
C -3.349 3.786 7.431
H -6.065 5.967 7.295
H -4.364 6.421 7.073
H -5.173 5.340 5.895
H -2.544 4.510 7.577
H -3.355 3.430 6.399
H -3.179 2.935 8.094
C 5.681 -3.220 1.295
C 4.652 -2.871 2.338
O 4.477 -3.575 3.314
C 3.847 -1.618 2.127
H 6.183 -4.147 1.578
H 5.195 -3.366 0.328
H 6.426 -2.425 1.227
H 3.279 -1.692 1.198
H 4.511 -0.751 2.097
H 3.148 -1.494 2.956
*
```

**SMILES**: CCP(C)P(S)(CCCI)(CCCCOC(C)=O)/C(Br)=C(/C)Br.CC(C)=O.CC(C)=O.CC(C)=O.CC(C)=O.CC(C)=O.CC(C)=O.CC(C)=O
**HOMO**: -7.59 eV
**HOMO-LUMO gap**: 0.2812 hartree
**Total energy**: -8617.88439 Ha